No. 1
# C20H46P4SeYb

A structure of composition C20H46P4SeYb (ωB97M-V with the def2-TZVPD basis set, the OMol25 dataset).

```
72
Properties=species:S:1:pos:R:3:forces:R:3:mulliken_spin:R:1
Yb -3.4017 -3.0226 -1.3702 -0.1 4.1 -0.3 -0.0012
P -0.0600 1.8075 -2.1536 0.1 0.9 -0.1 -0.0382
P 1.2445 0.8297 1.6825 0.2 -0.1 -0.1 0.0040
P -2.1091 0.3663 0.9749 0.8 0.5 -0.2 0.0545
H -3.7500 -6.0288 -2.9639 -0.4 0.2 -0.4 -0.0001
C -4.4882 -5.2353 -3.1499 -0.2 -0.2 0.1 -0.0001
C -4.0714 -3.9996 -3.4641 0.0 -0.6 -1.2 0.0009
H -2.9636 -3.8940 -3.6392 -1.0 0.2 -0.2 -0.0004
C 1.1369 1.3112 -3.4003 0.2 -0.1 -0.2 0.0103
C 0.4748 3.4677 -1.6125 0.2 0.2 0.3 0.0010
C -1.5921 2.1169 -3.0789 -0.7 -0.4 0.0 0.0009
C 1.4613 -0.2938 3.1405 -0.2 0.2 -0.1 -0.0013
C 3.0013 1.0654 1.1518 -0.1 0.3 0.2 0.0037
C 0.7841 2.4632 2.4342 0.3 -0.2 -0.1 0.0009
C -3.5749 -0.5401 0.2689 -0.6 0.4 0.4 -0.0042
C -2.4555 2.1522 0.7663 -0.9 0.0 0.0 0.0392
C -2.3850 0.1810 2.7615 -0.3 -0.1 -0.1 0.0058
H -5.5339 -5.5483 -2.9974 0.5 0.4 -0.3 0.0000
H -4.7683 -3.1759 -3.7400 0.5 -0.6 0.1 0.0000
H 0.9961 0.2654 -3.6882 0.0 0.1 0.1 -0.0025
H 2.1679 1.4734 -3.0718 -0.3 0.0 0.1 0.0023
H 0.9836 1.9190 -4.2986 -0.1 0.1 0.2 -0.0011
H 1.4902 3.5143 -1.2036 -0.1 -0.4 -0.1 -0.0002
H -0.1695 3.9702 -0.8836 -0.2 -0.4 -0.1 -0.0003
H 0.4822 4.1063 -2.5065 -0.1 -0.3 0.0 0.0001
H -1.7605 1.3633 -3.8647 0.2 0.1 0.3 -0.0005
H -1.5399 3.0952 -3.5788 0.2 -0.3 0.2 0.0001
H -2.4821 2.1302 -2.4355 0.3 0.0 -0.1 -0.0003
H 2.1234 0.1378 3.9081 -0.3 -0.2 -0.2 -0.0001
H 1.8675 -1.2532 2.7822 -0.1 0.4 0.2 0.0022
H 0.4707 -0.5135 3.5694 0.4 0.1 0.0 -0.0006
H 3.6018 1.6246 1.8860 -0.1 -0.2 -0.3 -0.0003
H 3.0006 1.6089 0.1938 0.1 0.0 0.4 0.0006
H 3.4598 0.0813 0.9738 -0.1 0.4 0.2 -0.0005
H 1.5428 2.7837 3.1651 -0.4 0.0 -0.2 0.0000
H -0.2051 2.3874 2.9149 0.5 0.1 -0.1 0.0001
H 0.7055 3.2068 1.6223 0.1 -0.2 0.4 -0.0001
H -4.4699 -0.2227 0.8345 0.0 -0.3 -0.5 0.0014
H -3.4484 -1.6480 0.4274 0.0 1.2 0.3 0.0065
H -3.6667 -0.2223 -0.7924 -0.1 -0.3 0.4 0.0012
H -3.4693 2.3599 1.1339 0.2 0.4 -0.2 0.0033
H -2.3757 2.4544 -0.2830 -0.1 0.0 0.2 -0.0012
H -1.7368 2.7514 1.3390 -0.2 -0.3 0.0 -0.0029
H -3.4095 0.5226 2.9837 0.4 -0.2 0.3 0.0013
H -1.6544 0.7832 3.3158 -0.3 -0.2 -0.1 0.0007
H -2.2536 -0.8736 3.0263 -0.1 0.2 0.2 -0.0046
C -1.4279 -3.5247 0.7761 0.7 0.6 -1.0 0.0038
C -1.6926 -4.4272 -0.2694 -0.4 -0.9 0.2 0.0047
C -2.9839 -4.9537 -0.3911 -0.2 -0.4 1.3 -0.0049
C -3.9812 -4.5538 0.5407 -0.5 -2.3 0.5 0.0052
C -3.5056 -4.2088 1.8151 0.2 -0.1 0.2 0.0182
C -2.2579 -3.5962 1.8987 -0.4 -0.3 0.1 0.0159
Se -0.4796 -1.8023 0.2510 -1.5 -1.9 0.6 0.4444
H -0.2005 0.8083 -1.0928 0.1 0.9 -0.7 0.0450
H -1.0010 -4.6791 -1.0581 0.4 0.3 -0.1 0.0049
H -3.3094 -5.2027 -1.4073 0.3 -1.2 0.8 -0.0020
H -5.0480 -4.8432 0.4561 0.8 0.0 -0.2 -0.0008
H -4.0718 -4.4911 2.7159 0.0 0.8 -0.5 0.0008
H -1.9648 -3.1758 2.8414 0.2 0.3 0.3 -0.0048
C 1.5829 -3.0758 -2.4446 0.4 0.0 -0.2 0.0183
P 1.6287 -1.7679 -1.1673 1.1 0.1 0.5 0.2409
C 2.4142 -2.6572 0.2655 0.2 -0.6 -0.4 0.0149
C 3.0656 -0.7817 -1.7826 0.1 -0.3 -0.3 0.1304
H 0.7806 -3.8152 -2.3838 0.1 0.2 0.2 -0.0090
H 2.5414 -3.5791 -2.2945 -0.1 -0.3 -0.3 0.0056
H 1.5937 -2.6611 -3.4604 -0.1 0.1 0.3 -0.0001
H 3.1624 -3.3062 -0.2157 0.1 0.2 0.4 0.0023
H 2.9065 -2.0288 1.0302 -0.3 -0.1 -0.6 0.0013
H 1.6834 -3.3173 0.7663 0.4 0.3 -0.2 -0.0109
H 3.3389 0.0566 -1.1285 -0.2 -0.4 -0.3 -0.0105
H 2.8202 -0.4199 -2.7915 0.4 -0.3 0.4 -0.0111
H 3.9022 -1.4993 -1.8348 -0.1 0.4 -0.1 0.0175
```
Positions in Å, forces in eV/Å.

As for the total charge: +3. Its largest force on an atom is 0.079 Eh/bohr. For the energy above the lowest of the compared OMol25 structures with the same formula, charge and spin, the calculation gives 13.6 kcal/mol. The calculation puts the HOMO-LUMO gap (alpha / beta) at 5.82 / 5.53 eV. The calculation puts the highest occupied orbital energy (alpha / beta) at -14.6915 / -14.7911 eV. Its spin multiplicity is 2.

No. 2
# C20H47NO2P3Pb

A structure of composition C20H47NO2P3Pb (ωB97M-V with the def2-TZVPD basis set, the OMol25 dataset).

```
74
Properties=species:S:1:pos:R:3:forces:R:3:lowdin_charge:R:1
Pb -0.4861 -0.2424 0.5210 -0.8 0.3 -0.7 0.8262
P 0.1562 -2.2506 -1.3201 -0.3 -0.1 0.6 0.8839
P 0.3173 2.4229 0.7465 0.0 0.0 -0.5 0.8728
N 1.4719 0.5752 -1.4765 -0.7 -0.2 -0.3 -0.1672
C 1.7320 -1.8518 -2.1661 0.3 -0.2 -0.5 -0.2961
H 2.4396 -2.6653 -1.9412 -0.1 0.2 -0.2 0.0902
H 1.5504 -1.8713 -3.2560 0.1 0.0 0.4 0.0899
C 2.4019 -0.5200 -1.7633 0.5 0.3 0.3 -0.2719
H 3.0051 -0.6547 -0.8482 -0.2 -0.1 -0.3 0.1148
H 3.1126 -0.2192 -2.5548 -0.2 -0.2 0.1 0.1168
C 2.0358 1.9393 -1.4553 0.0 -0.3 0.2 -0.2487
H 1.5019 2.5860 -2.1751 0.2 -0.3 0.3 0.1189
H 3.0926 1.9009 -1.7604 -0.3 0.1 -0.1 0.1174
C 1.9771 2.5323 -0.0371 0.2 0.2 0.4 -0.3166
H 2.3067 3.5833 -0.0386 0.0 -0.2 0.0 0.0895
H 2.6582 1.9687 0.6281 -0.2 0.2 -0.3 0.0926
C 0.5613 3.0414 2.4643 0.5 0.2 -0.1 -0.5492
C 0.9043 1.8811 3.4148 0.1 0.0 0.1 -0.1367
H 1.8448 1.3872 3.1341 -0.3 0.0 0.0 0.0555
H 0.0967 1.1264 3.4419 0.3 0.3 -0.1 0.0581
H 1.0201 2.2716 4.4389 0.0 -0.1 -0.3 0.0887
C -0.6947 3.6423 -0.2080 0.2 -0.2 0.3 -0.5324
C -2.1942 3.4240 0.0905 -0.2 0.2 -0.2 -0.1291
H -2.7773 3.6556 -0.8133 0.1 0.0 0.3 0.0861
H -2.5414 4.0785 0.9033 0.1 -0.3 -0.3 0.0698
H -2.4311 2.3773 0.3475 0.2 0.4 -0.1 0.0383
C -1.1243 -2.5920 -2.6072 0.2 0.3 -0.1 -0.5391
C -2.4344 -3.0927 -1.9729 -0.1 0.0 -0.2 -0.1125
H -3.2319 -3.0113 -2.7230 0.2 -0.1 0.1 0.0883
H -2.7578 -2.4901 -1.1104 0.2 -0.2 -0.2 0.0684
H -2.3631 -4.1464 -1.6730 0.0 0.3 -0.1 0.0683
C 0.4187 -3.7833 -0.3070 0.2 0.2 -0.3 -0.5507
C -0.7107 -3.9690 0.7252 0.0 -0.1 0.1 -0.1294
H -0.3279 -4.5776 1.5596 -0.2 0.1 -0.2 0.0730
H -1.5672 -4.5022 0.2890 0.3 0.2 0.2 0.0738
H -1.0806 -3.0185 1.1476 0.2 -0.3 -0.2 0.0163
C -3.1564 -0.6316 1.8870 -2.7 -0.6 2.0 -0.0625
C -0.2002 5.0941 -0.0342 0.0 0.4 -0.5 -0.1095
H 0.6400 5.2199 0.6669 -0.3 -0.1 -0.1 0.0650
H 0.1498 5.4747 -1.0036 -0.1 0.0 0.3 0.0802
H -1.0146 5.7563 0.2875 0.2 -0.2 0.0 0.0806
C -0.6463 -3.4572 -3.7941 -0.1 0.0 -0.3 -0.1081
H -1.4612 -4.1126 -4.1310 0.2 0.1 0.0 0.0831
H -0.3839 -2.8094 -4.6426 0.0 -0.3 0.2 0.0783
H 0.2254 -4.0905 -3.5803 -0.3 0.2 0.0 0.0580
C 0.6673 -5.0603 -1.1027 0.1 -0.4 0.3 -0.1086
H 0.8770 -5.8710 -0.3923 0.0 0.0 -0.2 0.0851
H -0.2077 -5.3656 -1.6879 0.2 0.1 0.1 0.0751
H 1.5351 -4.9720 -1.7654 -0.2 0.0 0.0 0.0750
C -0.6484 3.8100 2.9768 -0.1 0.1 0.2 -0.1066
H -1.5677 3.2216 2.8817 0.1 0.1 0.0 0.0817
H -0.5031 4.0314 4.0379 -0.1 0.0 -0.1 0.0863
H -0.7840 4.7629 2.4620 -0.1 -0.2 0.0 0.0656
H 1.4316 3.7128 2.3886 -0.2 0.0 0.3 0.1114
H 1.3467 -3.5333 0.2373 -0.3 0.0 -0.1 0.0785
H -0.5296 3.3455 -1.2592 0.0 -0.1 0.4 0.0953
H -1.3326 -1.5737 -2.9864 0.1 -0.3 0.1 0.0927
O -3.9636 -0.8715 2.6661 2.1 0.6 -1.8 0.0557
H 0.6411 0.5481 -2.0775 0.5 0.0 0.2 0.0445
H -1.1583 0.4346 -1.1996 -0.3 0.0 0.3 -0.1062
C 3.0034 -1.0719 4.1093 0.2 -0.2 0.4 -0.1691
P 1.7954 -1.9504 3.1207 -0.6 0.9 -1.5 0.5433
C 2.4758 -3.5819 2.8277 0.1 -0.3 0.2 -0.1681
C 0.3016 -2.1504 4.1098 0.0 -0.2 0.4 -0.1582
O 1.4815 -1.2212 1.8207 1.0 -0.7 0.9 -0.5795
H 3.8300 -0.7444 3.4650 -0.2 -0.1 0.2 0.0711
H 3.3867 -1.7567 4.8783 0.0 0.3 -0.1 0.0634
H 2.5425 -0.2052 4.5964 0.1 -0.2 -0.1 0.0459
H 2.8465 -3.9901 3.7769 -0.1 -0.1 -0.3 0.0646
H 1.7129 -4.2564 2.4188 0.2 0.2 0.1 0.0409
H 3.3098 -3.4969 2.1198 -0.2 0.0 0.2 0.0707
H -0.0642 -1.1679 4.4322 0.1 -0.2 -0.1 0.0527
H -0.4805 -2.6508 3.5245 0.3 0.1 0.1 0.0470
H 0.5099 -2.7553 5.0019 -0.1 0.1 -0.1 0.0667
```
Positions in Å, forces in eV/Å.

As for the total charge: +1. Its largest force on an atom is 0.065 Eh/bohr. The calculation puts the HOMO-LUMO gap at 7.86 eV. The calculation puts the highest occupied orbital energy at -9.6735 eV.

No. 3
# C20H47O5PS3Si2

A structure of composition C20H47O5PS3Si2 (ωB97M-V with the def2-TZVPD basis set, the OMol25 dataset).

```
78
Properties=species:S:1:pos:R:3:forces:R:3:lowdin_charge:R:1
C 5.6013 -3.6036 1.2312 0.3 -0.4 0.0 -0.1168
C 6.8081 -3.1105 0.4316 -0.2 0.2 0.0 -0.2484
C 6.7466 -1.6536 -0.0980 0.1 -0.2 0.4 -0.2143
C 5.5503 -0.8128 0.3209 0.1 0.5 -0.5 -0.2332
C 5.5067 0.5067 -0.4557 -0.1 -0.1 -0.1 -0.2196
C 4.3624 1.4359 -0.0180 0.0 -0.3 0.0 -0.2076
C 3.2339 1.5362 -1.0444 0.1 0.2 0.3 -0.2248
C 2.4338 0.2504 -1.1798 -0.3 0.0 -0.5 -0.2197
C 1.1609 0.4347 -2.0227 0.4 0.5 0.4 -0.2398
C 0.0906 1.2455 -1.2683 -0.4 -0.4 0.1 -0.2490
Si -1.4129 0.2384 -0.7003 -0.2 -0.5 -0.5 0.3891
C -1.0420 -0.3801 1.0576 0.1 -0.1 -0.1 -0.5483
S -0.8310 -2.1794 1.1516 0.2 0.0 -0.2 0.8178
C -1.5815 -2.5555 2.7558 0.0 0.1 0.4 -0.5611
C -2.8489 -3.3545 2.6130 -0.1 0.0 0.3 -0.1879
C -1.8173 -1.1814 -1.8754 -0.8 0.3 0.2 -0.5455
S -3.6320 -1.2432 -2.2496 0.3 -0.1 -0.1 0.7912
C -4.1414 -2.9484 -1.7605 -0.3 0.6 0.0 -0.4921
C -5.4897 -3.2315 -2.4400 0.3 0.2 0.1 -0.1670
O -2.7356 1.2820 -0.6962 0.8 0.3 0.6 -0.4239
Si -2.9434 2.5219 0.3544 -1.0 -0.2 0.0 0.3750
P -1.7358 4.3158 -0.1686 1.0 -0.1 -0.6 0.8285
C -1.0751 5.0452 1.4111 0.3 -0.5 0.0 -0.4745
C 0.4654 4.9860 1.4300 -0.2 0.2 -0.3 -0.1890
C -2.8667 5.5169 -1.0345 -0.1 0.1 0.2 -0.4805
C -2.8741 6.9464 -0.4912 -0.4 0.0 -0.4 -0.1743
H 5.6199 -4.6931 1.2635 0.0 -0.1 0.0 0.0668
H 5.6480 -3.2740 2.2666 -0.2 0.2 0.0 0.0711
H 4.6502 -3.3239 0.7922 -0.1 0.1 0.0 0.0647
H 6.9569 -3.7828 -0.4119 0.0 0.0 -0.1 0.0924
H 7.6879 -3.2168 1.0648 0.1 -0.1 0.0 0.0913
H 6.8173 -1.6603 -1.1853 -0.1 0.0 -0.1 0.1037
H 7.6370 -1.1327 0.2597 0.1 0.1 -0.1 0.1014
H 4.6120 -1.3244 0.1170 -0.1 -0.1 0.2 0.0977
H 5.6039 -0.5618 1.3804 -0.1 -0.2 0.2 0.1194
H 5.3620 0.2675 -1.5132 0.1 0.0 -0.1 0.1050
H 6.4780 1.0018 -0.3978 0.1 0.1 0.1 0.1042
H 3.9257 1.0196 0.8932 0.0 0.1 0.2 0.1057
H 4.7325 2.4283 0.2353 0.1 0.1 0.0 0.0996
H 3.6397 1.8148 -2.0202 0.0 0.0 -0.1 0.1131
H 2.5756 2.3514 -0.7380 -0.1 0.0 0.0 0.0999
H 3.0495 -0.5053 -1.6731 0.1 -0.2 0.2 0.1088
H 2.1435 -0.1213 -0.1948 0.1 -0.1 0.1 0.1147
H 0.7956 -0.5430 -2.3239 -0.1 -0.1 -0.1 0.0829
H 1.4552 0.9909 -2.9150 -0.1 -0.2 -0.2 0.1043
H 0.5207 1.6830 -0.3644 0.1 0.2 0.0 0.0544
H -0.2921 2.0769 -1.8551 0.0 0.1 -0.1 0.0502
H -1.8273 -0.1158 1.7622 -0.2 0.1 -0.1 0.0133
H -0.1206 0.0859 1.4125 0.0 0.2 0.1 0.0205
H -0.8535 -3.0794 3.3755 0.2 -0.1 -0.1 0.0535
H -1.7893 -1.6121 3.2620 0.1 0.1 -0.1 0.0585
H -2.6895 -4.3314 2.1725 -0.1 -0.1 -0.2 0.0617
H -3.2870 -3.5008 3.6024 -0.1 -0.1 0.0 0.0766
H -3.5929 -2.8431 2.0111 -0.1 -0.1 -0.2 0.0618
H -1.6213 -2.1320 -1.3910 0.3 -0.1 0.1 -0.0095
H -1.2727 -1.1273 -2.8148 0.1 0.0 -0.1 0.0158
H -4.2845 -2.9652 -0.6838 0.2 -0.2 0.1 0.0543
H -3.3642 -3.6419 -2.0595 0.1 -0.1 0.0 0.0720
H -5.9094 -2.3189 -2.8701 0.0 0.1 -0.1 0.0321
H -6.1788 -3.5915 -1.6783 -0.1 -0.4 0.0 0.0419
H -5.3531 -3.9506 -3.2429 -0.2 -0.1 0.0 0.0635
H -4.3786 2.8954 0.3053 0.0 0.0 0.0 -0.0451
H -2.6212 2.0979 1.7375 0.2 0.1 0.0 -0.0337
H -1.3877 6.0745 1.5448 -0.2 0.0 0.0 0.0418
H -1.4461 4.4327 2.2301 -0.2 0.3 0.2 0.0465
H 0.8154 4.0218 1.7886 0.1 -0.1 0.1 0.0600
H 0.8777 5.7889 2.0391 0.1 -0.1 0.2 0.0561
H 0.8546 5.1089 0.4207 0.1 0.0 -0.1 0.0425
H -3.8805 5.1210 -1.0689 -0.1 -0.1 0.2 0.0490
H -2.5184 5.5445 -2.0641 0.0 0.0 -0.1 0.0505
H -2.0509 7.5256 -0.9028 0.2 0.0 0.2 0.0667
H -3.7880 7.4432 -0.8189 0.0 0.1 0.0 0.0634
H -2.8686 6.9936 0.5922 0.1 0.0 0.1 0.0441
O -7.0074 -4.4912 0.1985 0.0 0.0 0.0 -0.4974
S -6.0060 -5.4937 0.6870 -0.4 -0.2 -0.3 0.1735
O -4.7894 -4.7621 1.1381 0.4 0.3 0.1 -0.4755
O -5.6372 -6.4036 -0.4364 0.0 0.0 0.0 -0.4981
O -6.5749 -6.2757 1.8173 0.0 0.1 0.0 -0.4956
```
Positions in Å, forces in eV/Å.

As for the total charge: -2. Its largest force on an atom is 0.022 Eh/bohr. The calculation puts the HOMO-LUMO gap at 3.29 eV. The calculation puts the highest occupied orbital energy at 0.1167 eV.